(1)
A molecular structure, C12H27BCsN4OTa in a non-equilibrium geometry, computed with ωB97M-V with the def2-TZVPD basis set.

Last column: Mulliken charge in e.
Cartesian coordinates (Å):
N1 -1.829100 -0.427400 0.063600  -0.779
C1 -2.932100 -1.058400 0.477700  1.031
O1 -3.906200 -0.507200 1.061900  -0.519
Cs1 -2.652300 1.293000 1.471600  1.100
Ta1 0.000000 0.000000 0.000000  0.754
N2 0.293600 1.749000 -0.944500  0.093
N3 0.878000 -1.489300 -1.059800  0.461
C2 -0.329800 2.513400 -2.054900  1.205
C3 0.235400 -2.486600 -1.969700  0.911
C4 -0.045900 4.022900 -1.889700  -1.686
C5 0.216800 2.018700 -3.413600  -1.182
C6 -1.850800 2.295800 -2.021900  -1.277
C7 -0.472600 -3.558400 -1.111300  -1.183
C8 1.265500 -3.151500 -2.908100  -1.706
C9 -0.799400 -1.752000 -2.841200  -1.280
H1 -0.362100 4.368000 -0.888800  0.402
H2 -0.604800 4.597800 -2.647900  0.442
H3 1.024600 4.257700 -2.016900  0.417
H4 1.317100 2.097500 -3.451900  0.376
H5 -0.193100 2.618800 -4.245200  0.456
H6 -0.058700 0.963700 -3.571000  0.121
H7 -2.091300 1.220000 -2.050700  0.337
H8 -2.330900 2.795300 -2.880700  0.458
H9 -2.272900 2.738600 -1.097100  0.067
H10 0.242500 -4.030900 -0.413300  0.318
H11 -0.902600 -4.355100 -1.745800  0.448
H12 -1.287600 -3.094100 -0.527900  0.124
H13 1.988500 -3.780000 -2.360500  0.427
H14 1.824700 -2.392000 -3.483600  0.407
H15 0.737900 -3.802900 -3.626200  0.436
H16 -1.354900 -2.470800 -3.469100  0.535
H17 -0.294500 -1.026800 -3.503000  0.129
H18 -1.526200 -1.218800 -2.206200  0.245
C10 1.693900 2.073500 -0.659600  -0.943
H19 2.105300 1.331800 0.061900  0.401
H20 2.346000 2.029900 -1.555100  0.383
H21 1.817300 3.061200 -0.173500  0.378
C11 2.242300 -1.803000 -0.639700  -0.962
H22 2.557400 -1.091100 0.149200  0.411
H23 2.329700 -2.817900 -0.194200  0.368
H24 2.981300 -1.732400 -1.463600  0.384
B1 0.304000 -0.238300 4.831800  0.157
C12 0.305400 -0.195300 3.289200  0.104
N4 0.241800 -0.113900 2.137200  -0.686
H25 1.209400 -0.899700 5.227200  -0.022
H26 -0.730200 -0.696500 5.207600  -0.042
H27 0.401900 0.873600 5.251300  -0.019

Atomic forces in eV per Å
-5.33 -6.94 -0.15
-0.45 6.73 0.24
2.38 -8.09 -3.62
0.30 8.81 4.44
4.96 -0.99 -1.55
-0.62 -1.37 1.04
-1.24 1.33 1.65
-0.46 0.50 -0.93
-0.51 -0.45 -0.92
0.15 -0.01 0.24
0.22 -0.11 0.11
0.07 0.05 0.35
0.24 0.00 0.14
0.24 0.12 0.08
0.17 0.06 -0.08
0.11 -0.07 -0.39
0.23 -0.33 0.31
-0.44 -0.08 0.00
-0.45 0.01 -0.07
0.16 -0.24 0.45
0.09 0.44 -0.01
-0.05 0.27 -0.17
0.20 -0.31 0.40
0.13 -0.10 -0.47
-0.36 0.17 -0.26
0.20 0.45 0.25
0.27 -0.31 -0.18
-0.33 0.23 -0.23
-0.24 -0.32 0.19
0.18 0.32 0.35
0.22 0.35 0.33
-0.27 -0.37 0.25
0.09 -0.15 -0.36
0.48 0.17 0.07
0.11 0.05 0.09
-0.44 -0.08 0.40
-0.17 -0.59 -0.13
0.70 -0.10 0.49
0.08 -0.16 -0.10
-0.23 0.60 -0.21
-0.54 0.14 0.36
0.00 0.02 -0.24
0.12 -0.04 3.39
0.05 0.49 -4.83
0.35 -0.28 -0.19
-0.44 -0.26 -0.25
0.09 0.47 -0.27

Output
HOMO energy (spin up / spin down) in hartree: -0.5790 / -0.5790
Charge: +2
Maximum force in eV Å⁻¹: 9.9
Frontier orbital gap (spin up / spin down) in eV: 4.950 / 4.947
Energy in eV: -23645.821

***

(2)
A gas-phase ion, C4H8NO3 (charge -1) in a non-equilibrium geometry, computed with ωB97M-V with the def2-TZVPD basis set.

Last column: natural (NBO) charge in e.
Cartesian coordinates (Å):
N1 -0.237690 -0.444733 1.411682  -0.868
C1 0.322499 0.530722 0.423748  -0.154
C2 0.215950 -0.142467 -0.930368  -0.437
C3 -1.213211 -0.174915 -1.432814  -0.060
O1 -1.975623 -1.192813 -0.750793  -0.777
C4 1.771772 0.874295 0.859404  0.738
O2 2.678680 0.209048 0.308738  -0.783
O3 1.852952 1.751675 1.745674  -0.785
H1 0.449923 -1.170450 1.582313  0.357
H2 -0.316408 0.067177 2.284896  0.365
H3 -0.372318 1.364883 0.527291  0.176
H4 0.549431 -1.173210 -0.809159  0.211
H5 0.861301 0.313168 -1.679309  0.218
H6 -1.240607 -0.472218 -2.485515  0.160
H7 -1.679833 0.796978 -1.222301  0.146
H8 -1.666818 -1.137140 0.166510  0.493

Atomic forces in eV per Å
-0.30 0.16 0.22
0.02 -0.96 0.37
-0.13 0.13 -0.19
-0.22 -0.87 0.52
-0.01 0.29 -0.31
-0.03 0.35 -0.30
-0.11 0.02 0.15
0.06 0.00 0.17
0.16 -0.03 -0.08
0.03 -0.12 0.09
0.34 0.43 -0.32
0.20 -0.06 -0.16
0.14 0.20 0.10
-0.16 0.44 -0.01
-0.05 0.02 -0.56
0.07 -0.02 0.31

Output
SMILES string: N[C@H](CCO)C(=O)[O-]
HOMO energy in hartree: -0.1523
Charge: -1
Maximum force in eV Å⁻¹: 1.0
Frontier orbital gap in eV: 8.059
Energy in eV: -11912.024

***

(3)
C4H7NO2 in the gas phase, computed with ωB97M-V with the def2-TZVPD basis set.

Last column: natural (NBO) charge in e.
Cartesian coordinates (Å):
C1 -1.021502 -0.256640 -0.688401  -0.846
C2 -0.251765 0.793919 0.938925  0.851
N1 -0.889729 1.750170 1.334007  -0.678
O1 0.486332 -0.111923 1.517879  -0.472
C3 1.126547 -0.917011 0.531410  -0.133
C4 0.866651 -0.117419 -0.753980  0.274
O2 1.125519 1.121537 -0.682944  -0.680
H1 -1.701539 -0.704836 0.046634  0.231
H2 -1.461797 0.622056 -1.163567  0.225
H3 -0.915328 -1.024140 -1.470160  0.251
H4 -1.408962 2.382786 0.747849  0.415
H5 2.194985 -0.936272 0.758973  0.215
H6 0.701182 -1.923916 0.551577  0.194
H7 1.149404 -0.678310 -1.668198  0.154

Atomic forces in eV per Å
-0.20 -0.01 -0.12
-0.28 0.37 0.42
0.33 -0.45 -0.30
-0.14 0.20 -0.03
0.08 -0.12 -0.16
0.14 -0.20 -0.02
-0.01 0.01 0.04
0.12 0.08 -0.05
0.06 -0.11 0.10
0.02 0.09 0.10
0.04 -0.10 -0.05
-0.10 0.00 -0.04
0.04 0.14 -0.04
-0.09 0.12 0.14

Output
HOMO energy in hartree: -0.3232
Maximum force in eV Å⁻¹: 0.6
Frontier orbital gap in eV: 8.820
Energy in eV: -9841.675

***

(4)
10 unconnected molecules or ions with the total composition C39H78O12 in a non-equilibrium geometry, computed with ωB97M-V with the def2-TZVPD basis set.

Last column: Mulliken charge in e.
Cartesian coordinates (Å):
C1 1.450995 -5.577612 0.559139  -0.606
O1 2.550626 -4.718202 0.548971  -0.312
C2 2.994288 -4.192568 1.708174  0.923
O2 2.565067 -4.484308 2.815941  -0.636
O3 3.867227 -3.253998 1.468505  -0.197
C3 4.331028 -2.516835 2.611143  -0.344
H1 1.350535 -6.189281 1.498565  0.319
H2 1.566006 -6.276527 -0.284906  0.280
H3 0.530791 -5.023490 0.445377  0.146
H4 4.903817 -1.701560 2.135008  -0.015
H5 5.011619 -3.108267 3.232645  0.373
H6 3.482405 -2.041741 3.193907  0.123
C4 0.190395 -2.081785 3.802247  0.365
C5 -0.575861 -3.300354 3.265077  0.040
C6 -1.944076 -2.670708 2.934637  0.361
O4 -2.116622 -1.627405 3.907203  -0.427
C7 -0.903112 -1.363519 4.581717  -0.698
H7 0.541662 -1.395572 3.037792  -0.571
H8 1.001573 -2.278706 4.502717  0.493
H9 -0.737045 -4.020451 4.076655  0.462
H10 0.061932 -3.694082 2.453720  -0.518
H11 -2.773276 -3.302931 3.047847  0.631
H12 -1.970200 -2.212606 1.900731  -0.631
H13 -0.908035 -1.885023 5.603153  0.237
H14 -0.886768 -0.302552 4.806169  0.275
C8 -4.939269 2.587358 -1.011369  -0.375
C9 -4.652719 3.130635 -2.373015  -0.882
C10 -3.142385 3.059121 -2.529186  -0.442
O5 -2.759020 1.899721 -1.705037  -0.221
C11 -3.922756 1.427816 -1.020024  -0.127
H15 -5.945547 2.227200 -0.932424  0.314
H16 -4.747503 3.313826 -0.233155  0.206
H17 -4.990942 4.157048 -2.518034  0.410
H18 -5.051978 2.451252 -3.120775  0.305
H19 -2.610485 3.961052 -2.077309  0.103
H20 -2.800387 2.841762 -3.529732  0.345
H21 -3.731974 1.047048 -0.003456  -0.106
H22 -4.285701 0.541317 -1.614386  0.473
C12 3.717599 4.047339 0.755759  -0.495
C13 5.106833 3.880967 0.176795  -0.404
C14 5.876320 3.090262 1.214802  -0.458
O6 4.905293 2.217626 1.759727  -0.423
C15 3.650046 2.988029 1.885475  0.193
H23 2.955143 3.795148 0.040487  0.109
H24 3.524761 5.022423 1.037756  0.550
H25 5.588183 4.874257 0.011491  0.361
H26 5.111718 3.256298 -0.737093  0.116
H27 6.245724 3.705162 2.047056  0.305
H28 6.668630 2.415696 0.935520  0.274
H29 3.495182 3.366276 2.876626  0.390
H30 2.829477 2.269956 1.773083  -0.465
C16 6.266367 -1.760698 -1.215644  -0.370
C17 6.382098 -0.368050 -0.667931  -0.787
C18 4.919689 0.194254 -0.803843  -0.112
O7 4.214411 -0.651196 -1.715058  -0.150
C19 5.202196 -1.478459 -2.323573  -0.698
H31 5.894025 -2.418228 -0.469806  -0.059
H32 7.172109 -2.196167 -1.608062  0.460
H33 7.049106 0.205807 -1.283378  0.345
H34 6.628856 -0.278797 0.398054  0.335
H35 4.979960 1.188700 -1.205237  0.082
H36 4.381639 0.331311 0.129510  0.197
H37 5.615706 -1.047584 -3.225222  0.316
H38 4.661824 -2.391786 -2.630250  0.361
C20 -5.714718 -0.717772 2.981404  -0.388
C21 -6.680236 -0.116747 1.981933  -0.570
C22 -6.358861 1.393662 2.073136  -0.437
O8 -4.910976 1.410217 2.226706  -0.267
C23 -4.651937 0.461297 3.314201  0.027
H39 -5.134445 -1.571217 2.661465  0.096
H40 -6.194700 -1.002466 3.949297  0.306
H41 -7.701036 -0.274642 2.204612  0.395
H42 -6.533222 -0.529768 0.956671  0.215
H43 -6.837403 1.871019 2.940642  0.380
H44 -6.646821 1.909682 1.097344  0.112
H45 -4.736263 0.904182 4.267409  0.438
H46 -3.588394 0.122155 3.195179  -0.374
C24 1.414297 -0.935802 -6.297984  -0.671
C25 1.058352 -0.066329 -5.051936  -0.666
C26 1.470287 -0.948358 -3.864072  1.507
O9 1.898571 -2.201851 -4.459111  -0.458
C27 1.447401 -2.367694 -5.764973  -0.304
H47 2.383723 -0.723304 -6.755556  0.238
H48 0.749453 -0.858999 -7.223656  0.362
H49 -0.035704 0.033125 -5.051031  0.228
H50 1.547935 0.875695 -5.133357  0.458
H51 0.662245 -1.114288 -3.147351  -0.770
H52 2.335112 -0.525416 -3.306723  -0.336
H53 0.419995 -2.802285 -5.844484  0.144
H54 2.174125 -2.957634 -6.295663  0.376
C28 -1.876323 -3.251312 -2.098179  0.176
C29 -3.122005 -2.444001 -1.763153  -0.531
C30 -3.094567 -1.312753 -2.692925  0.236
O10 -2.339704 -1.783454 -3.908370  -0.491
C31 -1.773947 -3.086766 -3.586137  -0.444
H55 -2.080321 -4.297002 -1.779467  0.391
H56 -1.030951 -2.849364 -1.600994  -0.218
H57 -3.184765 -2.245445 -0.693492  0.121
H58 -4.009412 -3.024684 -1.997842  0.453
H59 -2.588998 -0.428639 -2.259728  -0.316
H60 -4.050179 -1.028623 -3.118460  0.376
H61 -0.677683 -3.184239 -3.881252  0.017
H62 -2.359806 -3.825364 -4.150795  0.349
C32 -1.939807 4.924195 1.101488  -0.627
C33 -2.376455 3.569421 1.516451  0.892
C34 -1.541101 3.288013 2.787110  0.004
O11 -0.465210 4.228119 2.742821  -0.514
C35 -0.496708 4.929320 1.537689  -0.194
H63 -2.392071 5.773796 1.592582  0.321
H64 -1.966030 5.116150 0.014597  0.202
H65 -2.246561 2.763450 0.742468  -0.629
H66 -3.446077 3.447437 1.790411  0.103
H67 -1.003131 2.302740 2.825844  -0.104
H68 -2.220455 3.445153 3.688924  0.219
H69 0.115701 4.338675 0.847424  -0.014
H70 -0.106739 5.919251 1.757722  0.384
C36 0.155207 1.094224 0.203529  -0.713
C37 1.372661 0.463663 -0.415633  1.145
C38 1.493871 -0.820690 0.430446  -0.448
O12 0.166303 -1.231250 0.549414  0.025
C39 -0.719338 -0.112243 0.579908  1.368
H71 -0.346668 1.746438 -0.506850  0.493
H72 0.508862 1.718051 0.977594  -0.288
H73 2.277703 1.125337 -0.488353  0.145
H74 1.093729 0.123811 -1.408730  -0.764
H75 1.918549 -0.595132 1.438886  -0.033
H76 2.108343 -1.579159 -0.030401  0.366
H77 -1.206066 0.022559 1.532809  -0.290
H78 -1.433828 -0.189766 -0.272741  -1.257

Atomic forces in eV per Å
-0.72 -1.84 0.79
1.42 0.91 0.22
-2.19 -0.92 1.31
0.56 0.09 -1.16
0.64 0.36 -0.26
-0.15 1.33 -0.08
0.39 0.71 -0.77
0.01 0.41 0.29
-0.25 0.30 -0.13
-0.18 -0.30 0.40
-0.45 -0.01 -0.04
0.93 -0.92 -0.63
-0.37 1.19 0.79
0.50 0.67 -0.10
1.52 1.41 -1.01
-0.40 0.08 -0.34
-0.27 -1.52 1.90
0.16 -0.36 -0.51
0.15 -0.38 -0.30
0.35 -0.07 -0.28
-0.96 -0.26 0.22
-1.03 -1.19 0.04
0.13 -0.49 0.92
-0.33 0.65 -0.94
0.54 0.26 -0.38
0.93 -0.95 -0.28
0.37 0.92 -1.01
0.80 -0.10 2.02
-0.17 0.66 0.15
-0.61 -0.85 0.04
-0.57 -0.18 0.13
0.18 0.05 0.31
-0.25 -0.12 -0.23
-0.47 0.16 -0.19
-0.61 -0.97 -0.77
0.08 0.26 -0.32
0.46 0.35 -0.33
-0.23 0.92 0.62
-0.09 -2.47 -0.03
1.44 0.44 -0.87
-0.61 -0.11 1.42
-1.80 0.29 0.58
0.67 -1.04 -0.80
-0.27 -0.06 -0.54
-0.29 1.95 1.01
-0.30 -0.81 -0.28
-0.13 0.72 0.22
0.15 0.33 -0.25
0.47 0.16 -0.74
0.49 0.59 0.66
0.20 0.03 -0.35
-0.71 0.70 -1.31
-1.24 0.59 1.15
0.70 0.03 -0.30
0.77 0.11 0.32
-0.78 -2.01 0.66
-0.66 -0.74 0.53
0.38 0.08 -0.20
0.41 0.46 -0.09
0.46 -0.17 -0.33
-0.01 0.67 -0.48
-0.05 -0.58 0.22
0.36 0.48 -0.18
0.30 0.28 0.04
1.15 0.77 2.36
0.86 0.53 -0.73
0.76 -0.31 -1.69
-0.97 0.02 0.93
0.24 -1.45 -3.29
-0.13 -0.26 -0.36
0.15 0.12 -0.80
-1.15 -0.37 0.47
0.16 0.55 0.62
0.02 -0.08 -0.21
0.52 -0.35 1.51
-0.56 0.64 1.15
-1.06 0.21 0.10
-0.45 -0.09 -1.74
-1.02 -1.50 -1.07
1.05 0.03 -0.58
0.23 -0.30 1.69
-1.08 1.27 -0.33
0.26 0.30 0.57
0.27 0.15 1.51
0.28 0.38 0.08
0.23 0.77 0.30
-0.13 -0.11 -0.19
-0.48 -0.44 -0.34
0.66 -0.04 0.25
0.11 -0.51 -0.18
-1.57 -1.12 0.14
-0.67 -1.31 0.76
1.39 1.25 -1.92
0.19 -0.26 1.66
0.96 0.19 -0.95
0.62 0.52 -0.25
0.95 0.29 0.56
0.07 0.51 -0.04
-0.12 -0.43 0.02
-0.07 -0.35 -0.54
-0.28 0.19 0.29
-1.37 0.46 -0.04
0.19 -0.06 0.21
0.88 1.13 -1.41
-1.47 -2.45 0.40
0.06 -0.36 0.29
-0.26 -0.08 1.63
0.41 -0.34 -0.11
-0.71 -0.05 0.28
-0.31 -0.16 0.35
0.33 0.98 0.47
0.53 0.40 -0.23
-1.15 0.44 0.01
1.24 -0.20 -0.79
0.23 0.53 -0.47
0.26 0.10 -0.44
-0.13 0.25 -0.90
0.84 -0.46 -0.27
0.82 1.52 0.28
-1.03 -1.06 0.33
0.65 0.95 -1.58
-0.24 0.02 -0.03
-0.03 0.59 1.53
-0.84 -0.69 0.21
0.30 0.05 -0.30
-0.07 -0.03 -0.39
-0.03 -0.37 -0.19
-0.33 -0.26 0.39
0.05 -0.40 0.88

Output
SMILES string: COC(=O)OC.C1CCOC1.C1CCOC1.C1CCOC1.C1CCOC1.C1CCOC1.C1CCOC1.C1CCOC1.C1CCOC1.C1CCOC1
HOMO energy in hartree: -0.3376
Maximum force in eV Å⁻¹: 3.6
Frontier orbital gap in eV: 9.923
Energy in eV: -66272.110